A single C3H3N3S molecule at a distorted geometry. Source: OMol25; level of theory: ωB97M-V/def2-TZVPD.

## Properties
Relative energy (zero: lowest compared OMol25 entry of this formula, charge and spin): 107.4 kcal/mol
LUMO energy (spin up / spin down): -1.3 / -1.4 eV
E_HOMO (spin up / spin down): -7.9043 / -7.7379 eV
Molar mass: 113.1 g/mol
Maximum force: 0.10126 hartree/bohr

Cartesian coordinates (Å):
C (-0.07, 0.07, -0.08)
C (0.04, -1.27, 0.22)
C (1.19, 0.74, -0.24)
N (1.25, -1.82, 0.11)
N (2.01, -2.68, 0.16)
N (2.23, -0.10, -0.12)
S (3.77, 0.17, -0.05)
H (-1.00, 0.71, -0.26)
H (-0.72, -2.01, 0.60)
H (1.24, 1.81, -0.65)